Run A
# C3H7O2

A gas-phase ion, C3H7O2 (charge -1) (ωB97M-V/def2-TZVPD, the Open Molecules 2025 dataset).

Last column: Löwdin charge in e.
CARTESIAN COORDINATES (ANGSTROEM)
C -0.6668 -1.7112 -0.2177  -0.2234
O 0.3353 -0.7547 -0.2789  -0.2315
C -0.2392 0.6123 0.1534  -0.6934
C 1.0479 1.4458 0.1006  -0.0884
O -0.8679 0.5937 1.2792  -0.2198
H -1.1450 -1.7433 0.7703  0.0632
H -1.4950 -1.5169 -0.9325  0.0671
H -0.2401 -2.6842 -0.4649  0.0582
H -0.8643 0.8319 -0.7569  0.1060
H 1.5102 1.4462 -0.8895  0.0506
H 1.7369 1.0053 0.8236  0.0603
H 0.8880 2.4751 0.4133  0.0512

Properties
HOMO energy	-2.77	eV
charge	-1
HOMO-LUMO gap	0.27070	Eh

Run B
# C3H7O2

A gas-phase ion, C3H7O2 (charge -1) (ωB97M-V/def2-TZVPD, the Open Molecules 2025 dataset).

Last column: Löwdin charge in e.
CARTESIAN COORDINATES (ANGSTROEM)
O -0.0206 0.3777 1.8234  -0.3962
C -0.7626 0.8551 0.6746  -0.4430
C -0.0943 0.5458 -0.6339  -0.2133
C 0.4555 -0.9576 -0.5507  -0.2820
O 1.0135 -1.6498 0.6239  -0.2195
H -1.8282 0.4850 0.6024  0.0859
H -0.7243 1.9802 0.8241  0.0803
H 0.7377 1.1615 -0.8170  0.0645
H -0.7842 0.5894 -1.5112  0.0989
H -0.2658 -1.6814 -0.9036  0.0743
H 1.2905 -0.9924 -1.3019  0.0837
H 0.9828 -0.7134 1.1698  0.0663

Properties
HOMO energy	-2.68	eV
charge	-1
HOMO-LUMO gap	0.26602	Eh

Run C
# C3H7O2

A gas-phase ion, C3H7O2 (charge -1) (ωB97M-V/def2-TZVPD, the Open Molecules 2025 dataset).

Last column: Löwdin charge in e.
CARTESIAN COORDINATES (ANGSTROEM)
O -1.9249 -0.5134 1.3909  -0.3784
C -1.0039 -1.0594 0.5795  -0.5763
C 0.3312 -0.2596 0.5210  -0.2279
C 0.3509 0.6851 -0.6470  -0.3124
O 1.5454 1.4807 -0.6658  -0.1040
H -1.3359 -1.1272 -0.5082  0.0716
H -0.7440 -2.1233 0.8363  0.0659
H 0.3804 0.2875 1.4630  0.0963
H 1.2158 -0.9178 0.5411  0.0925
H 0.2727 0.0994 -1.5745  0.1011
H -0.5404 1.3142 -0.5744  0.1155
H 1.4527 2.1337 -1.3619  0.0560

Properties
HOMO energy	-2.09	eV
charge	-1
HOMO-LUMO gap	0.21295	Eh

We find run A to be the most stable, with the next structure 0.0229 hartree higher.

Run A
# CHF2NO2

A molecular structure, CHF2NO2 (ωB97M-V/def2-TZVPD, the Open Molecules 2025 dataset).

Last column: Löwdin charge in e.
CARTESIAN COORDINATES (ANGSTROEM)
C -0.6993 0.2076 0.0085  -0.4380
N -0.0606 -2.4885 -0.2730  0.0579
O -1.5609 1.0358 0.0193  0.0918
O -1.0839 -1.0285 -0.1015  0.0252
F 0.0820 -2.5523 -1.5939  0.0491
F -0.9457 -3.4078 0.0308  0.0724
H 0.3806 0.4065 0.0935  0.1415

Properties
HOMO energy (alpha / beta)	-10.84 / -10.83	eV
HOMO-LUMO gap (alpha / beta)	0.34420 / 0.34403	Eh

Run B
# CHF2NO2

CHF2NO2 in the gas phase (ωB97M-V/def2-TZVPD, the Open Molecules 2025 dataset).

Last column: Löwdin charge in e.
CARTESIAN COORDINATES (ANGSTROEM)
O -0.6734 -1.7557 0.7600  0.0973
N 0.4898 -1.5901 0.4161  -0.3602
O 1.4019 -2.3179 0.2982  0.1664
C 0.6284 -0.2249 -0.1970  -0.2709
F 0.1616 -0.5276 -1.4314  0.0961
F 1.9465 0.1481 -0.2833  0.1022
H -0.1052 0.4765 0.1702  0.1690

Properties
HOMO energy	-11.99	eV
HOMO-LUMO gap	0.42872	Eh

We find run B to be the most stable, with the next structure 0.1023 hartree higher.

Run A
# CH4NOPS2

2 unconnected molecules or ions with the total composition CH4NOPS2 (ωB97M-V/def2-TZVPD, the Open Molecules 2025 dataset).

Last column: Löwdin charge in e.
CARTESIAN COORDINATES (ANGSTROEM)
C -2.2645 0.0285 0.7955  -0.0714
N 1.1230 0.0587 1.3395  -0.3383
O -3.1874 -0.3215 0.2520  0.0386
P 1.2787 -0.0526 -0.3169  0.2027
S -0.0075 -1.7246 -0.5881  0.3132
S 0.0167 1.5715 -0.9771  0.2786
H 0.4643 -2.0001 -1.7957  -0.2173
H 0.2018 0.3012 1.6995  -0.0055
H 1.8671 0.5591 1.7987  0.0276
H 0.5078 1.5797 -2.2074  -0.2283

Properties
HOMO energy	-8.95	eV
HOMO-LUMO gap	0.35517	Eh

Run B
# CH4NOPS2

2 unconnected molecules or ions with the total composition CH4NOPS2 (ωB97M-V/def2-TZVPD, the Open Molecules 2025 dataset).

Last column: Löwdin charge in e.
CARTESIAN COORDINATES (ANGSTROEM)
N -1.7557 0.8701 -1.9307  -0.3442
P -1.1404 0.4721 -0.4313  0.2253
S -0.9297 1.9667 0.7278  0.0826
H -1.8899 1.9744 -1.9741  0.0802
H -2.1525 0.1330 -2.5557  0.0428
O 2.8006 -0.3860 1.1194  -0.0090
C 2.0282 -1.2417 0.8845  -0.7594
S 0.4779 -1.4361 1.5770  0.7167
H 2.1201 -1.9248 0.0853  0.0527
H 0.4414 -0.4276 2.4979  -0.0877

Properties
HOMO energy	-8.96	eV
HOMO-LUMO gap	0.31637	Eh

Run C
# CH4NOPS2

CH4NOPS2 in the gas phase (ωB97M-V/def2-TZVPD, the Open Molecules 2025 dataset).

Last column: Löwdin charge in e.
CARTESIAN COORDINATES (ANGSTROEM)
N -0.4368 0.8061 1.3014  -0.2141
P 0.3007 -0.0424 0.1069  -0.0163
S 2.0614 0.6339 -0.3322  0.1893
S 0.2466 -2.0139 1.0272  0.5185
C -0.6891 0.0459 -1.5137  -0.3865
O -1.1885 -0.9096 -2.0761  -0.0224
H 0.2312 1.2179 1.8543  -0.0070
H -1.1862 1.5685 1.1402  0.1184
H 1.3834 -2.2779 0.6778  -0.2923
H -0.7227 0.9715 -2.1859  0.1125

Properties
HOMO energy	-9.20	eV
HOMO-LUMO gap	0.33166	Eh

We find run A to be the most stable, with the next structure 0.0323 hartree higher.

Run A
# C3H5P

2 unconnected molecules or ions with the total composition C3H5P (ωB97M-V/def2-TZVPD, the Open Molecules 2025 dataset).

Last column: Löwdin charge in e.
CARTESIAN COORDINATES (ANGSTROEM)
C 2.8206 1.1163 0.1362  0.0251
C 2.0702 0.1768 0.1443  -0.5765
C -1.4637 -0.3300 0.3751  0.0037
P 1.2183 -1.3413 0.0299  0.7973
H 3.3699 1.9857 0.1117  -0.0044
H -1.4512 -1.3848 -0.0377  -0.0344
H -1.0989 0.4627 -0.3629  0.0144
H -1.7341 -0.1818 1.3505  -0.0595
H 1.0930 -0.9695 -1.2430  -0.1657

Properties
HOMO energy (alpha / beta)	-8.74 / -8.18	eV
HOMO-LUMO gap (alpha / beta)	0.28526 / 0.29711	Eh

Run B
# C3H5P

C3H5P in the gas phase (ωB97M-V/def2-TZVPD, the Open Molecules 2025 dataset).

Last column: Löwdin charge in e.
CARTESIAN COORDINATES (ANGSTROEM)
C -0.3399 -0.4187 0.1480  -0.1979
C -1.1808 0.8754 -1.9468  -0.1913
C 0.2784 0.6471 0.9803  -0.2310
P -0.1328 -0.3918 -1.6178  0.5286
H 0.4644 1.5284 0.4171  0.0394
H -0.5178 1.0386 1.6215  0.0803
H 1.1805 0.4164 1.4529  0.0525
H 1.0949 -0.4420 -2.0299  -0.0626
H -0.3912 -1.7447 -1.8523  -0.0181

Properties
HOMO energy (alpha / beta)	-8.41 / -8.57	eV
HOMO-LUMO gap (alpha / beta)	0.26470 / 0.25680	Eh

We find run A to be the most stable, with the next structure 0.1731 hartree higher.

Run A
# C2H12NO3

3 unconnected molecules or ions with the total composition C2H12NO3 (ωB97M-V/def2-TZVPD, the Open Molecules 2025 dataset).

Last column: Löwdin charge in e.
CARTESIAN COORDINATES (ANGSTROEM)
C -1.7077 -0.2112 1.1923  -0.1852
O -1.7451 -1.2079 0.1492  -0.0772
C -0.2903 0.2784 1.4084  -0.1151
N 0.3903 0.3685 0.0898  0.1812
H -2.2217 -0.6276 2.0499  0.1377
H -2.2189 0.5822 0.6436  0.1305
H -1.6965 -2.1042 0.5008  0.1072
H -0.2401 1.2056 1.9683  0.1379
H 0.3173 -0.4646 1.9230  0.1374
H -0.0541 0.9879 -0.6012  0.1596
H 0.1835 -0.4630 -0.4348  0.1142
H 1.4055 0.4877 0.0745  0.1241
H 4.2039 0.1987 0.4753  0.0559
H 3.8013 1.7006 0.2643  0.0521
O 3.4969 0.7963 0.2336  -0.0358
H -0.4833 -0.2846 -3.5026  0.0593
H -1.6912 0.0340 -2.6469  0.0581
O -0.7536 -0.1819 -2.5859  -0.0419

Properties
HOMO energy	-15.03	eV
charge	+1
HOMO-LUMO gap	0.44623	Eh

Run B
# C2H12NO3

4 unconnected molecules or ions with the total composition C2H12NO3 (ωB97M-V/def2-TZVPD, the Open Molecules 2025 dataset).

Last column: Löwdin charge in e.
CARTESIAN COORDINATES (ANGSTROEM)
C -1.5195 0.6300 -0.5105  -0.0094
C 0.2713 1.0807 -2.1111  0.1306
N -0.0905 0.6140 -0.9671  -0.0260
H -2.1363 0.0297 -1.2542  0.1205
H -1.9531 1.5947 -0.6373  0.0775
H -1.4907 0.3324 0.5444  0.1002
H -0.1463 2.0065 -2.5288  0.1282
H 1.2951 0.7835 -2.3882  0.1185
H 0.7583 0.1583 -0.3310  0.1413
H 1.5650 1.7823 3.3824  0.0476
H 0.6495 0.5294 3.7678  0.1259
O 1.1583 1.0157 3.0531  -0.0205
H -0.4445 -3.0237 -1.1525  0.0544
H -1.8463 -3.5057 -1.4592  0.0397
O -1.3684 -2.6972 -1.2595  -0.0745
H 2.0930 -1.2194 1.1888  0.1606
H 1.6249 0.2206 1.7544  0.0139
O 1.5802 -0.3316 0.9083  -0.1284

Properties
HOMO energy	-14.67	eV
charge	+1
HOMO-LUMO gap	0.37623	Eh

Run C
# C2H12NO3

4 unconnected molecules or ions with the total composition C2H12NO3 (ωB97M-V/def2-TZVPD, the Open Molecules 2025 dataset).

Last column: Löwdin charge in e.
CARTESIAN COORDINATES (ANGSTROEM)
C 1.2339 -0.5052 -1.4420  0.0148
C -0.8132 0.7839 -1.2969  0.1444
N -0.1654 -0.2695 -1.0039  -0.0106
H 1.6657 -1.1354 -0.6630  0.1017
H 1.2694 -1.0466 -2.3964  0.1120
H 1.6813 0.4807 -1.4240  0.0987
H -0.2601 1.5092 -1.8646  0.1237
H -1.8204 0.8875 -0.9171  0.1228
H -0.6587 -1.0605 -0.5727  0.1134
H 2.7301 0.6481 2.4229  0.0647
H 1.7541 1.2379 3.4941  0.0614
O 1.8674 1.0589 2.5607  -0.0407
H -3.0595 -2.1061 -0.5195  0.0655
H -1.9667 -3.1804 -0.6891  0.0726
O -2.1119 -2.2480 -0.4827  -0.0341
H -1.0380 2.1053 1.9033  0.0564
H 0.2654 1.2676 1.6379  -0.0011
O -0.5734 1.5726 1.2531  -0.0656

Properties
HOMO energy	-14.73	eV
charge	+1
HOMO-LUMO gap	0.39675	Eh

We find run A to be the most stable, with the next structure 0.0132 hartree higher.

Run A
# C2H12NO3

4 unconnected molecules or ions with the total composition C2H12NO3 (ωB97M-V/def2-TZVPD, the Open Molecules 2025 dataset).

Last column: Löwdin charge in e.
CARTESIAN COORDINATES (ANGSTROEM)
C 0.4189 0.6611 1.4353  -0.0152
C -0.4719 -0.7483 -0.2763  0.1858
N -0.2445 0.4384 0.1560  0.0106
H -0.2233 0.3704 2.2722  0.1018
H 0.7729 1.6813 1.4753  0.1024
H 1.2383 -0.0464 1.5211  0.0988
H -0.0624 -1.6426 0.1997  0.1411
H -1.1165 -0.8317 -1.1525  0.0976
H 0.0065 1.0411 -0.6509  0.1577
H 1.3865 -2.0974 4.1968  0.0424
H 0.6032 -1.0111 4.8701  0.0437
O 0.5322 -1.6516 4.1520  -0.0639
H -0.0781 2.8224 -3.3657  0.0536
H -0.2442 3.4260 -2.0078  0.0491
O -0.0785 2.5755 -2.4337  -0.0560
H -1.3962 -2.1204 -3.1565  0.0600
H -0.3010 -1.4625 -4.0435  0.0541
O -0.7420 -1.4042 -3.1917  -0.0636

Properties
HOMO energy	-14.68	eV
charge	+1
HOMO-LUMO gap	0.35363	Eh

Run B
# C2H12NO3

3 unconnected molecules or ions with the total composition C2H12NO3 (ωB97M-V/def2-TZVPD, the Open Molecules 2025 dataset).

Last column: Löwdin charge in e.
CARTESIAN COORDINATES (ANGSTROEM)
C -1.7695 -0.5936 1.0921  -0.2414
O -1.3018 -1.8995 0.7526  -0.0502
C -0.6351 0.3154 1.3897  -0.1145
N 0.3150 0.4883 0.2038  0.1567
H -2.4223 -0.6036 1.9728  0.1367
H -2.4245 -0.3328 0.2351  0.1430
H -1.2259 -2.3556 1.5975  0.1012
H -0.9559 1.2534 1.8523  0.1417
H 0.1377 -0.1519 1.9878  0.1329
H -0.0789 0.9503 -0.6225  0.1481
H 0.6427 -0.4499 -0.0035  0.1373
H 1.1637 1.1204 0.3180  0.1441
H 2.8020 2.1691 -1.1352  0.0676
H 3.5176 1.0714 -0.2436  0.0800
O 2.7310 1.2837 -0.7720  -0.0378
H 0.0932 -0.3313 -3.4843  0.0515
H -0.6590 -1.2822 -2.5608  0.0512
O 0.0699 -0.6516 -2.5798  -0.0482

Properties
HOMO energy	-14.99	eV
charge	+1
HOMO-LUMO gap	0.43734	Eh

We find run B to be the most stable, with the next structure 0.0431 hartree higher.